Record 1
C24H66N6O6 | wB97M-V/def2-TZVPD

Summary:
SMILES string: COC[C@H](C)N.COC[C@H](C)N.COC[C@H](C)N.COC[C@H](C)N.COC[C@H](C)N.COC[C@H](C)N
Max |F|, eV/A: 1.4
Kohn-Sham gap, eV: 9.59
ΔE to the lowest compared entry with this formula, charge and spin, kJ/mol: 118.9

The geometry in ORCA input format:
```
! wB97M-V def2-TZVPD RIJCOSX def2/J DEFGRID3
* xyz 0 1
C 0.718 -3.013 -1.701
O 1.262 -1.852 -2.274
C 0.955 -1.717 -3.642
C 1.285 -0.317 -4.115
C 0.718 0.727 -3.148
N 0.760 -0.171 -5.480
H 1.416 -3.428 -0.969
H 0.534 -3.825 -2.413
H -0.226 -2.802 -1.186
H 1.544 -2.439 -4.228
H -0.095 -1.968 -3.861
H 2.368 -0.210 -4.186
H 0.481 1.698 -3.589
H 1.452 0.930 -2.364
H -0.204 0.380 -2.675
H 0.916 0.780 -5.795
H -0.249 -0.277 -5.509
C -2.323 -0.559 -1.104
O -1.883 -0.422 0.215
C -0.811 0.496 0.303
C -0.511 0.785 1.750
C -1.516 1.688 2.422
N 0.818 1.438 1.845
H -1.531 -0.939 -1.772
H -2.640 0.390 -1.558
H -3.135 -1.284 -1.145
H 0.061 0.020 -0.179
H -0.954 1.427 -0.265
H -0.416 -0.170 2.288
H -1.252 1.846 3.471
H -2.522 1.269 2.395
H -1.487 2.676 1.962
H 1.162 1.343 2.792
H 1.518 0.955 1.297
C 2.656 -1.107 0.834
O 2.992 -0.671 2.139
C 4.347 -0.421 2.360
C 4.600 0.167 3.743
C 3.630 1.268 4.151
N 6.003 0.589 3.823
H 2.726 -0.266 0.135
H 1.599 -1.372 0.901
H 3.186 -2.001 0.500
H 4.909 -1.377 2.360
H 4.835 0.144 1.553
H 4.372 -0.644 4.456
H 2.623 0.857 4.176
H 3.651 2.112 3.453
H 3.841 1.695 5.133
H 6.176 0.983 4.737
H 6.578 -0.227 3.657
C -4.235 -2.680 1.665
O -3.836 -2.612 3.010
C -3.716 -1.285 3.469
C -3.247 -1.316 4.906
C -3.313 0.030 5.567
N -1.873 -1.869 4.963
H -3.509 -2.205 0.991
H -5.196 -2.172 1.522
H -4.247 -3.735 1.399
H -3.012 -0.742 2.819
H -4.678 -0.752 3.350
H -3.855 -2.052 5.439
H -2.395 0.601 5.405
H -3.515 -0.019 6.637
H -4.124 0.652 5.173
H -1.181 -1.134 4.901
H -1.746 -2.514 4.193
C -4.596 -0.299 -6.561
O -4.432 -0.091 -5.172
C -4.151 -1.260 -4.465
C -5.392 -2.061 -4.021
C -6.706 -1.271 -4.082
N -5.140 -2.579 -2.661
H -3.745 -0.832 -6.999
H -4.653 0.688 -7.016
H -5.508 -0.860 -6.793
H -3.476 -1.922 -5.023
H -3.585 -0.994 -3.569
H -5.518 -2.951 -4.643
H -7.085 -1.096 -5.089
H -6.564 -0.271 -3.661
H -7.455 -1.784 -3.480
H -5.806 -3.316 -2.464
H -5.285 -1.851 -1.968
C 2.607 3.397 -0.987
O 3.970 3.515 -0.701
C 4.247 3.281 0.659
C 5.719 3.577 0.919
C 6.569 2.656 0.036
N 5.981 3.378 2.348
H 2.453 3.301 -2.059
H 2.028 4.264 -0.630
H 2.155 2.539 -0.467
H 3.594 3.906 1.286
H 4.004 2.242 0.945
H 5.798 4.620 0.597
H 6.468 2.872 -1.024
H 6.181 1.640 0.203
H 7.612 2.584 0.349
H 6.944 3.052 2.393
H 5.508 2.546 2.697
*
```

=====

Record 2
C24H66O26P6 | wB97M-V/def2-TZVPD

Summary:
SMILES string: COP(=O)(OC)OC.COP(=O)(OC)OC.COP(=O)(OC)OC.COP(=O)(OC)OC.COP(=O)(OC)OC.COP(=O)(OC)OC.CC(C)=O.CC(C)=O
Max |F|, eV/A: 10.8
Kohn-Sham gap, eV: 9.39
ΔE to the lowest compared entry with this formula, charge and spin, kJ/mol: 291.4

The geometry in ORCA input format:
```
! wB97M-V def2-TZVPD RIJCOSX def2/J DEFGRID3
* xyz 0 1
C -3.114 -0.723 4.184
O -3.147 -0.147 5.422
P -3.320 1.426 5.708
O -2.028 1.902 6.340
O -3.387 2.198 4.340
C -3.879 3.469 4.359
O -4.476 1.785 6.720
C -4.373 1.231 8.066
H -4.059 -0.631 3.619
H -2.869 -1.830 4.398
H -2.307 -0.467 3.450
H -3.997 3.979 3.430
H -3.514 4.124 5.054
H -4.800 3.466 4.717
H -4.310 0.117 7.988
H -5.149 1.736 8.603
H -3.468 1.493 8.477
C 0.088 2.817 -0.933
O -0.245 2.075 0.087
P 0.849 1.002 0.610
O 2.165 1.621 0.729
O 0.451 0.501 2.160
C 0.334 1.441 3.174
O 0.822 -0.249 -0.398
C 1.038 -1.592 -0.029
H 0.755 3.613 -0.764
H -0.840 3.332 -1.388
H 0.553 2.304 -1.743
H -0.123 0.751 4.124
H -0.423 2.263 3.056
H 1.307 1.840 3.211
H 0.560 -1.868 0.972
H 2.131 -1.553 0.241
H 0.759 -2.253 -0.724
C 0.485 -1.167 -4.250
O 0.150 0.161 -4.783
P -1.357 0.604 -5.039
O -2.240 -0.498 -4.797
O -1.528 1.715 -4.024
C -2.797 2.043 -3.421
O -1.474 1.261 -6.476
C -0.633 2.285 -6.902
H -0.326 -1.865 -4.554
H 0.428 -1.337 -3.094
H 1.676 -1.301 -4.392
H -2.605 3.044 -2.872
H -3.164 1.288 -2.676
H -3.616 2.214 -4.350
H 0.446 2.123 -7.008
H -0.699 3.293 -6.333
H -1.077 2.873 -7.808
C 2.173 -5.188 -0.638
O 2.951 -4.474 0.433
P 3.842 -5.238 1.519
O 4.782 -6.002 0.741
O 4.729 -4.293 2.452
C 4.964 -4.565 3.831
O 2.949 -6.254 2.313
C 3.376 -7.580 2.858
H 2.536 -6.137 -1.125
H 2.021 -4.549 -1.274
H 1.150 -5.293 -0.195
H 5.143 -5.526 3.874
H 4.156 -4.295 4.533
H 5.789 -4.038 3.976
H 4.474 -7.597 3.133
H 3.033 -8.257 2.106
H 2.794 -7.451 3.737
C -1.123 8.350 -4.730
O -0.781 7.020 -5.096
P 0.702 6.693 -5.724
O 1.607 7.283 -4.688
O 0.915 5.064 -5.653
C 0.823 4.399 -4.471
O 0.941 7.417 -7.103
C 1.875 6.871 -7.966
H -2.239 8.484 -4.445
H -1.097 8.981 -5.465
H -0.508 8.770 -3.949
H 0.972 3.294 -4.530
H -0.184 4.296 -3.875
H 1.620 4.953 -4.016
H 2.840 6.704 -7.477
H 2.164 7.714 -8.585
H 1.323 5.953 -8.650
C -1.016 -4.129 1.618
O -0.682 -5.176 2.578
P 0.173 -4.711 3.804
O 1.480 -4.340 3.367
O -0.584 -3.317 4.419
C 0.062 -2.102 4.428
O 0.409 -5.847 4.916
C 0.082 -7.170 4.493
H -1.322 -3.286 2.010
H -2.087 -4.219 1.019
H -0.223 -3.969 0.877
H 1.017 -2.291 4.641
H -0.343 -1.293 5.207
H -0.281 -1.539 3.574
H 0.424 -7.999 5.314
H 0.536 -7.182 3.563
H -0.813 -7.288 4.434
C 4.347 -0.540 -2.127
C 4.358 0.553 -3.115
C 3.152 1.436 -2.977
O 5.298 0.810 -3.982
H 3.623 -1.392 -2.354
H 4.183 -0.136 -1.167
H 5.253 -1.042 -2.232
H 3.150 2.044 -2.147
H 2.284 0.874 -2.807
H 2.911 1.829 -3.983
C -3.062 1.061 1.107
C -3.004 -0.228 0.488
C -4.350 -1.062 0.201
O -1.885 -0.799 0.313
H -3.893 1.282 1.850
H -3.034 1.822 0.356
H -2.305 1.320 1.547
H -4.502 -1.058 -0.929
H -5.221 -0.456 0.546
H -4.503 -1.884 0.821
*
```